13
Properties=species:S:1:pos:R:3 method="wB97M-V/def2-TZVPD" homo_lumo_gap_ev=8.37 total_charge=0 max_force_ha_per_bohr=0.011 e_tot_ha=-286.41490 homo_ev=-7.60 relative_energy_kcal_mol=136.0
O -2.65 -0.96 0.37
C -1.49 -0.96 0.00
C -0.53 0.82 0.92
N 0.52 0.72 0.12
C 0.96 0.70 -1.10
C 1.72 -0.10 -0.13
H -0.73 -1.64 0.45
H -0.46 0.51 1.95
H -1.33 1.47 0.59
H 0.66 1.02 -2.08
H -1.13 -0.50 -0.95
H 1.60 -1.18 -0.06
H 2.65 0.28 0.30

---

13
Properties=species:S:1:pos:R:3 method="wB97M-V/def2-TZVPD" homo_lumo_gap_ev="6.92 / 8.65" total_charge=0 max_force_ha_per_bohr=0.041 e_tot_ha=-286.46489 homo_ev="-7.89 / -8.92" relative_energy_kcal_mol=104.6
C 1.53 -0.20 -0.79
N 0.26 -0.05 -0.15
C 0.28 1.05 0.63
C -1.84 -0.36 0.66
C -0.94 -0.80 -0.34
O -1.03 -1.63 -1.23
H 2.03 0.62 -0.19
H 1.89 -1.24 -0.88
H 1.53 0.29 -1.77
H -0.36 1.89 0.46
H 1.04 1.07 1.41
H -1.49 -0.06 1.64
H -2.90 -0.57 0.55

---

13
Properties=species:S:1:pos:R:3 method="wB97M-V/def2-TZVPD" homo_lumo_gap_ev=9.45 total_charge=0 max_force_ha_per_bohr=0.022 e_tot_ha=-286.48203 homo_ev=-8.81 relative_energy_kcal_mol=93.9
O -2.21 0.08 -0.39
C -0.63 -0.70 -0.71
C 0.14 0.44 -0.35
C 0.89 0.44 0.97
C 2.13 -0.36 0.94
N 3.09 -1.01 0.90
H -2.66 0.31 -1.23
H -0.75 -0.96 -1.76
H -0.74 -1.54 -0.03
H -1.32 0.82 -0.22
H 0.63 0.97 -1.16
H 0.27 0.05 1.78
H 1.17 1.46 1.26

---

13
Properties=species:S:1:pos:R:3 method="wB97M-V/def2-TZVPD" homo_lumo_gap_ev="8.80 / 7.42" total_charge=0 max_force_ha_per_bohr=0.098 e_tot_ha=-286.39326 homo_ev="-9.06 / -8.01" relative_energy_kcal_mol=149.6
C -1.11 1.06 0.28
C -0.65 -0.16 0.05
C -1.48 -1.43 -0.07
C 1.56 0.87 -0.07
N 0.79 -0.35 -0.06
O 1.34 -1.48 -0.18
H -0.81 2.04 -0.11
H -1.07 -2.18 0.53
H -2.56 -1.21 0.28
H -1.70 -1.78 -1.12
H 2.64 0.50 -0.27
H 1.36 1.64 -0.89
H 1.42 1.38 0.79